(1)
C12H15FO | ωB97M-V/def2-TZVPD

Properties
- 2S+1: 1
- Lowest unoccupied orbital energy: 0.0273 Ha
- ΔE to the lowest compared entry with this formula, charge and spin: 0.0 kcal/mol
- Structure (SMILES): C[C@@]1(CO)CC[C@]1(F)c1ccccc1

```
29
Properties=species:S:1:pos:R:3:forces:R:3:mulliken_charge:R:1
C -2.600 -0.895 -1.135 0.34 -1.67 2.68 -1.9076
C -1.577 -0.143 -0.297 2.66 -1.26 0.67 1.4185
C -1.099 1.139 -1.030 -1.44 -0.92 1.08 -1.4263
O -0.642 2.197 -0.242 2.09 -0.75 -0.48 -0.4793
C -2.022 -0.039 1.159 -0.67 -1.19 0.00 -0.7552
C -0.972 -0.981 1.738 -0.74 -0.07 -3.38 -1.6166
C -0.212 -1.079 0.398 -4.15 1.37 -1.06 1.6963
F -0.251 -2.365 -0.026 0.46 -0.97 -0.64 -0.4577
C 1.029 -0.391 0.117 1.93 -1.54 0.92 0.1335
C 1.403 0.716 0.835 0.39 3.28 1.35 0.0261
C 2.672 1.244 0.653 1.98 -0.33 -0.33 -0.9601
C 3.562 0.609 -0.203 2.41 1.67 -1.68 -0.1689
C 3.261 -0.517 -0.936 -0.15 0.77 0.13 -0.6441
C 2.014 -1.039 -0.640 0.05 -0.31 -0.76 -0.5384
H -2.297 -1.150 -2.098 0.81 -0.45 -1.67 0.4333
H -3.428 -0.232 -1.229 -1.09 0.31 0.04 0.5432
H -2.895 -1.878 -0.586 0.29 1.72 -0.99 0.3298
H -1.956 1.388 -1.595 -1.17 0.99 -0.76 0.6447
H -0.374 0.929 -1.771 1.17 -0.45 -0.48 0.3788
H -1.298 2.748 0.099 -1.90 1.02 0.55 0.3207
H -3.013 -0.443 1.324 -0.46 0.31 -0.06 0.3658
H -1.950 0.937 1.537 0.01 1.39 0.71 0.2629
H -0.454 -0.600 2.489 2.62 2.02 3.32 0.4518
H -1.265 -1.931 2.093 -0.79 -1.17 -0.12 0.4257
H 0.797 1.404 1.492 0.05 -1.64 -0.77 0.2083
H 3.217 2.097 1.107 -1.58 -0.26 0.27 0.3055
H 4.544 1.151 -0.480 -1.51 -0.91 0.84 0.2082
H 3.935 -0.859 -1.756 -0.67 -0.18 1.10 0.3525
H 1.872 -2.016 -1.017 -0.93 -0.79 -0.50 0.4488
```
Forces are in eV/Å.


(2)
C12H15N2O7P | ωB97M-V/def2-TZVPD

Properties
- 2S+1: 1
- Lowest unoccupied orbital energy: 0.1966 Ha
- Charge: -2

```
37
Properties=species:S:1:pos:R:3:forces:R:3:mulliken_charge:R:1
O 0.119 1.415 2.071 0.54 -0.44 -0.48 -0.7722
O -1.016 4.942 -1.575 -0.08 0.43 0.30 -0.7344
O 1.739 1.941 -2.940 -0.33 0.42 -0.43 -0.7511
O -0.951 -1.759 -1.479 0.14 1.83 0.01 -0.6103
O -1.948 0.776 2.576 0.60 -0.93 -0.18 -0.7710
O -1.956 -3.787 -0.633 -1.22 -0.63 1.06 -0.7398
O -1.901 -1.694 0.931 -0.14 0.05 -0.19 -0.1788
C -0.740 0.522 2.324 -1.38 2.75 0.64 0.1281
C -0.859 3.791 -1.968 -0.19 0.72 -0.58 0.6955
C 1.323 1.263 -2.001 0.15 0.64 -0.47 0.2576
C 0.782 -3.464 2.799 -0.34 0.63 -0.23 -0.5062
C 1.334 -2.408 3.519 -0.19 0.28 -0.14 -0.4756
C -0.270 -3.222 1.910 -0.04 -0.08 0.04 -0.3517
C 0.831 -1.116 3.342 -0.40 -0.49 -0.43 -0.3639
C -0.798 -1.928 1.716 0.43 -0.30 0.94 0.1293
C -0.242 -0.862 2.460 0.48 -1.40 -0.13 0.7688
N 2.169 0.394 -1.438 -0.12 -0.78 0.81 -0.1121
N -0.458 2.821 -1.146 0.51 -1.34 0.12 -0.0104
C -1.158 3.473 -3.420 0.16 -0.24 0.25 -0.9947
C 1.944 -0.435 -0.254 -0.47 0.13 0.19 -0.6810
C -0.122 1.430 -1.489 0.23 0.04 0.52 0.6008
P -2.028 -2.296 -0.598 2.08 -1.91 -1.59 0.4149
H 1.161 -4.473 2.926 -0.05 0.01 -0.05 0.3724
H 2.153 -2.584 4.208 0.01 0.03 0.03 0.3478
H -0.699 -4.063 1.380 -0.11 0.21 -0.21 0.4310
H 1.265 -0.288 3.893 -0.13 0.02 -0.17 0.3648
H 3.071 0.343 -1.875 -0.03 0.19 -0.18 0.2675
H -0.363 3.063 -0.168 0.04 -0.01 0.01 0.2136
H -1.568 4.359 -3.898 -0.01 0.03 0.16 0.3258
H -0.239 3.178 -3.919 0.04 -0.22 -0.06 0.2228
H -1.882 2.662 -3.465 -0.02 -0.18 -0.19 0.3044
H 1.753 0.196 0.615 -0.03 -0.05 0.10 0.3088
H 1.086 -1.090 -0.404 -0.05 -0.08 -0.06 0.1442
H 2.815 -1.056 -0.052 0.09 0.09 -0.18 0.3306
H -0.264 0.823 -0.595 -0.14 0.11 -0.04 -0.5760
H -0.802 1.034 -2.240 0.12 -0.03 -0.05 0.1113
H -3.279 -1.901 -1.110 -0.16 0.49 0.87 -0.1109
```
Forces are in eV/Å.


(3)
C12H15N3O | ωB97M-V/def2-TZVPD

Properties
- 2S+1: 1
- Lowest unoccupied orbital energy: 0.0259 Ha
- ΔE to the lowest compared entry with this formula, charge and spin: 0.0 kcal/mol
- Structure (SMILES): NCCCNC(=O)c1cc2ccccc2[nH]1

```
31
Properties=species:S:1:pos:R:3:forces:R:3:mulliken_charge:R:1
N 5.688 0.830 1.044 0.18 0.04 0.16 -0.5845
C 4.946 0.020 0.092 -0.27 -0.03 -0.04 -0.5454
C 3.462 0.372 0.167 0.23 -0.24 -0.30 -0.3666
C 2.652 -0.365 -0.900 0.23 -0.07 0.22 -0.9179
N 1.245 -0.059 -0.811 -0.06 0.15 -0.05 -0.0825
C 0.329 -0.957 -0.377 0.28 0.13 -0.17 0.5282
O 0.602 -2.117 -0.111 -0.10 -0.14 0.10 -0.7176
C -1.047 -0.451 -0.265 -0.43 0.32 0.02 0.4504
C -1.621 0.779 -0.481 0.40 -0.33 0.01 -0.7371
C -3.004 0.647 -0.199 -0.22 -0.40 0.15 0.9176
C -4.088 1.529 -0.234 -0.04 -0.06 0.02 -0.6434
C -5.330 1.056 0.111 -0.06 0.25 -0.05 -0.5375
C -5.524 -0.278 0.493 0.04 -0.20 0.04 -0.3924
C -4.478 -1.171 0.538 -0.13 -0.09 0.04 -0.9649
C -3.215 -0.702 0.190 -0.23 0.59 -0.11 -0.1181
N -2.015 -1.334 0.139 0.38 -0.29 0.01 0.0124
H 5.385 0.623 1.990 0.10 0.02 -0.05 0.2202
H 6.680 0.626 0.986 -0.08 0.04 0.10 0.2285
H 5.067 -1.066 0.250 -0.02 0.14 -0.09 0.2808
H 5.326 0.256 -0.906 -0.04 -0.09 0.00 0.3351
H 3.355 1.451 0.041 -0.02 0.05 0.05 0.2859
H 3.075 0.108 1.154 -0.06 0.02 0.04 0.2886
H 3.018 -0.099 -1.897 0.00 -0.09 0.06 0.3219
H 2.742 -1.445 -0.764 0.03 0.13 -0.11 0.3996
H 0.964 0.897 -0.953 -0.10 -0.08 0.02 0.2089
H -1.135 1.679 -0.803 0.16 0.14 -0.07 0.3975
H -3.944 2.558 -0.528 -0.02 0.10 -0.02 0.3829
H -6.182 1.720 0.091 -0.05 0.06 -0.01 0.3749
H -6.517 -0.608 0.757 -0.06 -0.05 0.02 0.3726
H -4.626 -2.199 0.833 -0.05 -0.10 0.03 0.3878
H -1.809 -2.297 0.352 0.01 0.06 -0.02 0.2143
```
Forces are in eV/Å.


(4)
C12H15N5O3S3 | ωB97M-V/def2-TZVPD

Properties
- 2S+1: 1
- Lowest unoccupied orbital energy: 0.0132 Ha
- ΔE to the lowest compared entry with this formula, charge and spin: 9.1 kcal/mol
- Structure (SMILES): CCOC(=O)c1sc(NC(=O)[C@@H](C)Sc2nnc(N)s2)nc1C

```
38
Properties=species:S:1:pos:R:3:forces:R:3:mulliken_charge:R:1
C 1.175 5.548 2.328 -0.20 -0.29 -0.21 -1.0886
C 0.049 5.003 1.461 0.12 0.60 -0.04 -0.2945
O 0.131 3.585 1.334 -0.10 -0.20 0.16 -0.3388
C 0.957 3.104 0.391 0.23 0.04 -0.30 0.4372
O 1.602 3.795 -0.363 -0.08 0.12 0.12 -0.6475
C 0.952 1.650 0.401 0.03 -0.47 0.00 1.0268
S -0.024 0.787 1.560 0.26 -0.52 -0.44 -0.2407
C 0.582 -0.702 0.853 -0.18 1.12 0.35 0.4005
N 0.174 -1.896 1.356 -0.07 -0.04 0.72 0.0820
C 0.244 -3.165 0.806 0.33 -0.02 0.22 -0.1116
O -0.136 -4.109 1.449 0.07 -0.08 0.02 -0.6359
C 0.925 -3.315 -0.539 -0.24 -0.22 -0.56 0.4736
C 1.033 -4.784 -0.917 -0.02 0.05 0.14 -1.3852
S 0.116 -2.398 -1.918 0.42 -0.20 -0.32 -0.2271
C -1.528 -2.278 -1.417 -0.46 0.12 -0.31 0.4415
N -1.990 -2.536 -0.249 1.14 -0.20 -0.45 0.5186
N -3.296 -2.327 -0.116 -1.73 0.15 0.42 -1.1770
C -3.867 -1.888 -1.183 0.97 0.04 -0.64 0.5059
N -5.165 -1.529 -1.270 -0.61 0.24 -0.13 -0.4213
S -2.752 -1.694 -2.553 -0.06 -0.26 0.89 -0.2088
N 1.414 -0.537 -0.121 0.43 -0.61 0.04 -0.1556
C 1.636 0.767 -0.403 -0.40 0.86 0.42 -0.4391
C 2.555 1.114 -1.514 0.02 0.14 -0.02 -1.2707
H 1.165 5.067 3.303 0.01 0.01 0.10 0.2979
H 1.049 6.619 2.457 0.01 0.13 0.04 0.3761
H 2.134 5.361 1.851 0.07 0.03 -0.01 0.3071
H 0.090 5.450 0.462 -0.10 -0.06 0.18 0.3248
H -0.926 5.189 1.916 0.10 -0.03 -0.10 0.3060
H -0.394 -1.861 2.195 0.07 -0.14 -0.20 0.2229
H 1.907 -2.837 -0.486 -0.15 0.01 0.02 0.4579
H 1.516 -4.890 -1.885 0.03 0.01 -0.05 0.3943
H 1.611 -5.315 -0.165 0.04 -0.08 0.05 0.3619
H 0.042 -5.229 -0.958 -0.01 -0.06 -0.02 0.3174
H -5.581 -1.473 -2.184 -0.06 -0.07 0.12 0.2236
H -5.756 -1.834 -0.514 -0.01 -0.02 -0.04 0.2625
H 2.606 2.191 -1.637 0.06 -0.02 -0.08 0.3328
H 3.547 0.719 -1.302 0.08 -0.03 -0.01 0.2928
H 2.201 0.647 -2.431 -0.01 -0.04 -0.09 0.2783
```
Forces are in eV/Å.


Here are the calculated F_max numbers, same order: 4.7; 3.2; 0.6; 1.8 (eV Å⁻¹).
Here are the calculated E_HOMO numbers, same order: -8.43; -1.97; -8.18; -8.05 (eV).